## A
Entry from the Open Molecules 2025 dataset: C4H4N2OS in the gas phase (ωB97M-V with the def2-TZVPD basis set).

## Properties
Kohn-Sham gap	9.10	eV
SMILES	N#CCN(C=O)C=S
HOMO	-9.59	eV
molecular weight	128.16	g mol⁻¹
charge	0

Geometry (Å):
C: -1.570 -0.407 0.397
C: 1.010 -0.407 0.015
C: 1.671 -1.242 -0.946
C: -0.494 1.620 0.030
H: -2.250 0.355 0.183
H: 0.936 -0.895 0.967
H: 1.639 0.558 0.331
H: -1.383 2.052 -0.421
N: -0.334 0.145 -0.009
N: 2.214 -2.293 -1.416
O: 0.472 2.438 0.218
S: -1.910 -1.926 0.650

***

## B
Entry from the Open Molecules 2025 dataset: C4H4N2OS in the gas phase (ωB97M-V with the def2-TZVPD basis set).

## Properties
Kohn-Sham gap	9.22	eV
SMILES	[H]/N=C\n1ccoc1=S
HOMO	-8.68	eV
molecular weight	128.16	g mol⁻¹
charge	0

Geometry (Å):
C: -1.378 -0.386 0.770
C: -0.002 -0.417 -1.292
C: 1.210 0.029 -1.630
C: 0.924 0.592 0.505
H: -0.930 0.376 2.447
H: -2.051 -0.907 0.144
H: -0.784 -0.948 -1.856
H: 1.804 -0.005 -2.539
N: -1.674 -0.144 1.962
N: -0.183 -0.064 0.060
O: 1.782 0.648 -0.550
S: 1.281 1.226 1.979

***

Relative energy of each structure, in kcal/mol: A 56.9; B 0.0.

***

## A
Entry from the Open Molecules 2025 dataset: a 11-piece molecular cluster, C30H67N9O12 overall (ωB97M-V with the def2-TZVPD basis set).

## Properties
Kohn-Sham gap	8.85	eV
SMILES	CCN(CC)CC.O=C1CCCO1.O=C1CCCO1.CC(N)=O.CC(N)=O.CC(N)=O.CC(N)=O.CC(N)=O.CC(N)=O.CC(N)=O.CC(N)=O
HOMO	-8.48	eV
molecular weight	745.92	g mol⁻¹
charge	0

Geometry (Å):
O: 3.716 -4.404 -0.568
C: 3.300 -4.740 -1.662
N: 3.333 -5.995 -2.168
C: 2.631 -3.748 -2.612
H: 2.736 -6.313 -2.903
H: 4.027 -6.623 -1.785
H: 3.380 -2.979 -2.817
H: 1.819 -3.218 -2.107
H: 2.299 -4.184 -3.548
O: 2.540 0.390 -0.484
C: 3.129 -0.668 -0.279
N: 2.656 -1.630 0.541
C: 4.569 -0.807 -0.737
H: 3.098 -2.526 0.370
H: 1.695 -1.520 0.826
H: 5.154 0.053 -0.424
H: 4.649 -0.869 -1.827
H: 5.047 -1.740 -0.427
O: -0.161 -1.423 -1.037
C: -1.149 -0.743 -0.784
N: -2.175 -0.564 -1.649
C: -1.234 0.115 0.452
H: -2.804 0.208 -1.501
H: -2.419 -1.229 -2.385
H: -2.074 0.803 0.563
H: -0.401 0.828 0.488
H: -1.163 -0.365 1.431
O: 1.817 0.469 -5.671
C: 1.609 -0.301 -4.732
N: 2.147 -0.085 -3.530
C: 0.726 -1.514 -4.882
H: 2.809 0.673 -3.488
H: 1.898 -0.583 -2.690
H: 1.163 -2.299 -5.498
H: -0.227 -1.277 -5.344
H: 0.461 -1.946 -3.914
O: -2.638 -1.803 -4.191
C: -3.489 -1.408 -4.987
N: -3.156 -1.227 -6.286
C: -4.839 -0.825 -4.516
H: -3.624 -0.552 -6.868
H: -2.171 -1.319 -6.473
H: -5.595 -1.605 -4.548
H: -5.092 -0.045 -5.235
H: -4.694 -0.374 -3.541
O: -3.570 2.282 -0.706
C: -3.729 3.231 0.059
N: -4.586 3.155 1.103
C: -2.992 4.527 -0.098
H: -4.439 3.848 1.820
H: -4.995 2.279 1.374
H: -2.415 4.603 -1.016
H: -2.247 4.724 0.673
H: -3.719 5.343 -0.113
O: 2.860 4.761 2.167
C: 2.754 3.541 2.039
N: 3.484 2.909 1.110
C: 1.805 2.797 2.972
H: 3.459 1.906 1.032
H: 4.073 3.454 0.510
H: 2.104 1.790 3.268
H: 0.837 2.725 2.476
H: 1.764 3.395 3.877
O: -2.506 3.895 -4.468
C: -1.759 2.938 -4.409
N: -1.456 2.327 -3.241
C: -1.094 2.227 -5.594
H: -0.835 1.541 -3.315
H: -1.916 2.485 -2.352
H: -0.825 1.192 -5.398
H: -0.272 2.807 -5.999
H: -1.975 2.122 -6.237
C: -1.106 -1.480 8.861
C: 0.115 -0.747 8.228
N: -0.185 0.190 7.132
C: -1.072 1.250 7.604
C: -0.324 2.248 8.460
C: -0.666 -0.569 5.979
C: -0.169 -0.106 4.630
H: -1.786 -1.848 8.096
H: -1.630 -0.921 9.627
H: -0.578 -2.343 9.278
H: 0.648 -0.246 9.044
H: 0.896 -1.433 7.897
H: -1.469 1.766 6.720
H: -2.029 0.852 7.975
H: -0.701 3.265 8.317
H: -0.292 2.036 9.527
H: 0.697 2.358 8.090
H: -1.767 -0.631 5.978
H: -0.443 -1.632 6.118
H: -0.635 0.871 4.456
H: -0.353 -0.759 3.779
H: 0.901 0.114 4.598
O: -0.051 3.779 0.220
C: 0.396 4.121 -0.843
O: 0.241 5.387 -1.304
C: 1.196 5.612 -2.328
C: 1.442 4.240 -2.966
C: 1.300 3.344 -1.748
H: 2.100 6.089 -1.946
H: 0.816 6.220 -3.154
H: 2.417 4.142 -3.444
H: 0.717 3.939 -3.723
H: 2.300 3.298 -1.311
H: 1.006 2.377 -2.146
O: -2.286 -5.752 -1.974
C: -1.287 -5.741 -1.302
O: -0.573 -6.866 -1.165
C: 0.533 -6.636 -0.246
C: 0.105 -5.439 0.590
C: -0.651 -4.644 -0.450
H: 1.350 -6.374 -0.917
H: 0.646 -7.543 0.337
H: 0.865 -4.876 1.131
H: -0.489 -5.818 1.429
H: 0.088 -4.125 -1.069
H: -1.346 -3.859 -0.167

***

## B
Entry from the Open Molecules 2025 dataset: a 11-piece molecular cluster, C30H67N9O12 overall (ωB97M-V with the def2-TZVPD basis set).

## Properties
Kohn-Sham gap	8.50	eV
SMILES	CCN(CC)CC.O=C1CCCO1.O=C1CCCO1.CC(N)=O.CC(N)=O.CC(N)=O.CC(N)=O.CC(N)=O.CC(N)=O.CC(N)=O.CC(N)=O
HOMO	-8.28	eV
molecular weight	745.92	g mol⁻¹
charge	0

Geometry (Å):
O: -2.488 7.045 1.584
C: -3.375 7.640 1.024
N: -4.300 6.903 0.541
C: -3.504 9.171 0.938
H: -4.933 7.175 -0.198
H: -4.196 5.898 0.565
H: -4.572 9.389 0.948
H: -3.135 9.543 -0.018
H: -2.923 9.562 1.774
O: -2.874 2.744 -5.512
C: -3.637 2.706 -4.577
N: -3.204 2.370 -3.401
C: -5.095 2.862 -4.658
H: -2.215 2.284 -3.212
H: -3.925 2.645 -2.750
H: -5.524 3.161 -5.614
H: -5.486 3.470 -3.843
H: -5.483 1.852 -4.527
O: 5.647 1.865 5.045
C: 4.978 2.796 5.388
N: 4.186 3.370 4.496
C: 5.003 3.397 6.744
H: 4.251 3.168 3.509
H: 3.734 4.229 4.778
H: 5.859 3.078 7.339
H: 4.197 3.140 7.432
H: 5.029 4.487 6.740
O: 1.383 1.814 -1.740
C: 0.696 1.401 -0.812
N: 0.526 0.094 -0.665
C: 0.181 2.372 0.352
H: 0.966 -0.555 -1.301
H: 0.086 -0.218 0.189
H: -0.347 3.195 -0.129
H: 0.986 2.734 0.990
H: -0.701 1.904 0.789
O: 5.101 2.301 0.251
C: 5.932 1.808 -0.441
N: 6.878 1.044 0.042
C: 5.868 2.056 -1.931
H: 7.465 0.547 -0.613
H: 6.834 0.910 1.042
H: 5.535 3.092 -1.886
H: 5.177 1.394 -2.453
H: 6.901 2.204 -2.247
O: 2.549 -2.363 -3.831
C: 3.034 -2.045 -4.878
N: 2.982 -0.773 -5.229
C: 3.791 -3.086 -5.698
H: 3.462 -0.428 -6.047
H: 2.314 -0.173 -4.766
H: 4.398 -2.610 -6.468
H: 3.285 -3.906 -6.208
H: 4.667 -3.439 -5.155
O: -5.315 2.339 0.438
C: -6.106 1.402 0.290
N: -5.557 0.272 -0.120
C: -7.572 1.411 0.792
H: -6.071 -0.460 -0.590
H: -4.554 0.165 -0.078
H: -7.694 1.386 1.875
H: -8.215 0.615 0.416
H: -8.034 2.318 0.401
O: 3.394 5.614 -6.950
C: 2.977 4.703 -6.239
N: 3.822 3.796 -5.815
C: 1.557 4.633 -5.882
H: 4.752 3.941 -6.182
H: 3.618 3.290 -4.965
H: 1.078 5.528 -6.282
H: 1.518 4.553 -4.796
H: 1.077 3.781 -6.364
C: 0.863 -5.054 3.367
C: 1.641 -5.687 2.188
N: 3.139 -5.835 2.280
C: 3.615 -6.960 3.101
C: 3.280 -7.032 4.578
C: 3.742 -4.542 2.681
C: 3.679 -3.640 1.444
H: 0.844 -3.986 3.151
H: 1.509 -5.099 4.244
H: -0.089 -5.467 3.701
H: 1.327 -6.715 2.004
H: 1.342 -5.079 1.334
H: 3.481 -7.920 2.602
H: 4.680 -6.730 3.143
H: 2.230 -7.113 4.859
H: 3.728 -7.926 5.014
H: 3.646 -6.122 5.053
H: 4.743 -4.707 3.081
H: 3.073 -4.082 3.408
H: 4.173 -3.891 0.506
H: 4.131 -2.659 1.589
H: 2.629 -3.569 1.160
O: -3.567 -2.855 -4.341
C: -3.155 -3.731 -3.623
O: -3.700 -4.001 -2.532
C: -3.175 -5.207 -1.955
C: -1.688 -5.152 -2.486
C: -1.921 -4.686 -3.921
H: -3.718 -6.067 -2.347
H: -3.119 -5.148 -0.868
H: -1.204 -6.119 -2.353
H: -1.177 -4.488 -1.788
H: -2.035 -5.522 -4.612
H: -1.031 -4.117 -4.191
O: -3.104 -1.017 2.949
C: -3.984 -0.865 3.801
O: -4.975 -1.853 4.017
C: -5.870 -1.435 4.937
C: -5.132 -0.442 5.804
C: -4.186 0.323 4.838
H: -6.310 -2.207 5.568
H: -6.645 -1.004 4.303
H: -4.598 -1.065 6.522
H: -5.766 0.258 6.348
H: -3.365 0.550 5.518
H: -4.620 1.153 4.281

***

Relative energy of each structure, in kcal/mol: A 0.0; B 116.9.